Record 1
C22H42N4S as an isolated structure, computed with ωB97M-V/def2-TZVPD.

XYZ file:
```
69
Properties=species:S:1:pos:R:3:forces:R:3
S -1.12334 2.74594 1.74638 0.437 0.080 -0.029
N -1.99583 1.63940 0.97793 -0.019 -0.134 -0.219
N 0.23548 2.83136 0.81643 -1.837 -0.547 0.275
N -4.28183 -1.73537 -4.01495 0.253 0.104 0.190
N 4.01083 1.12754 4.99318 0.225 0.145 -0.176
C 3.88969 0.29327 7.33684 0.057 -0.040 -0.023
C -4.64407 -3.73735 -2.46284 0.053 -0.056 0.226
C -0.79984 -0.00369 -2.11332 1.568 0.780 -0.172
C -1.63124 0.27892 -1.08829 -1.297 -0.772 -0.042
C 4.34994 -0.17229 4.43741 0.108 -0.274 0.142
C 0.80549 1.63477 -1.26696 1.735 1.452 -0.073
C -3.73623 -2.63038 -3.00777 0.168 -0.180 -0.059
C 3.29986 1.24094 -1.19496 -0.117 0.779 0.642
C 2.90897 0.28035 -0.02822 0.773 -0.239 -1.104
C 4.67002 1.86510 -0.85005 0.025 -0.676 -0.387
C 3.53696 2.11141 4.03327 -0.065 0.221 0.059
C 2.13367 1.92422 3.45014 0.006 0.180 -0.039
C -0.04491 1.96434 -0.15184 0.425 -1.412 -1.907
C -6.68651 -1.27153 -3.27031 -0.097 0.052 0.121
C 0.46554 0.71932 -2.19661 -1.230 -0.682 -0.020
C -4.91474 -1.44910 -6.40710 -0.005 0.071 0.024
C 3.24631 1.11100 6.22619 -0.095 -0.138 0.115
C -1.29951 1.24135 -0.10002 0.891 1.338 0.979
C -5.26081 -0.77342 -3.53379 -0.167 0.235 -0.145
C 3.20072 -1.12676 4.09150 -0.001 -0.103 -0.141
C 2.18688 2.32176 -1.40652 -0.750 -0.738 0.222
C -4.60839 -2.40310 -5.26172 -0.153 -0.014 -0.138
H 2.10706 1.13220 2.70761 -0.085 -0.109 0.094
H 5.01155 -0.68261 5.14302 -0.059 0.069 0.075
H 3.92905 -0.76965 7.09388 0.008 0.010 0.024
H -4.04126 -4.45774 -1.90474 0.008 -0.001 -0.037
H -3.74938 -3.00965 -5.56316 0.031 -0.029 0.202
H 1.82918 2.83863 2.93875 0.028 0.000 0.005
H 5.37930 1.02873 -0.72088 -0.120 0.371 0.046
H -2.58676 -0.24497 -1.03323 0.198 0.233 0.213
H -4.08786 -0.75474 -6.56756 -0.028 0.016 0.060
H 1.16698 0.52175 -3.00894 -0.290 -0.027 0.145
H 2.22965 2.76721 -2.41250 0.227 -0.077 0.323
H 2.43590 -1.15842 4.86907 0.022 0.039 0.020
H 2.28931 -0.52600 -0.43965 -0.177 0.252 0.500
H -5.45443 -3.09783 -5.14777 -0.010 -0.048 -0.064
H -5.82260 -0.87120 -6.22828 0.015 0.002 -0.024
H 3.58771 -2.14227 3.97852 0.013 0.021 0.006
H 2.71989 -0.86390 3.14958 -0.067 0.023 0.053
H 4.96883 -0.02664 3.54742 -0.084 0.194 -0.002
H 2.42457 0.81649 0.79224 0.035 -0.194 -0.205
H 2.21999 0.74442 6.07006 -0.050 0.012 0.069
H 3.37919 0.68126 -2.14101 0.075 -0.002 0.380
H 2.23191 3.13109 -0.66518 0.270 -0.246 -0.146
H -4.87696 -0.30128 -2.62492 0.123 -0.159 0.009
H -3.36174 -2.03659 -2.16911 -0.112 0.097 -0.033
H 1.38570 1.71426 4.21704 0.046 -0.027 0.010
H 3.31109 0.39891 8.25587 -0.021 -0.005 -0.032
H 3.15508 2.13896 6.58882 -0.004 0.054 -0.200
H 4.61433 2.40189 0.10807 0.049 0.058 -0.368
H 3.83801 -0.19644 0.32383 -0.369 0.134 0.150
H -5.06122 -2.01401 -7.32894 -0.017 -0.016 0.032
H -7.36831 -0.42005 -3.21314 0.027 0.001 -0.005
H -2.84604 -3.10593 -3.43483 -0.058 0.031 -0.117
H -7.05355 -1.92515 -4.06308 0.045 0.001 -0.018
H -5.15661 -4.28516 -3.25445 0.002 0.048 -0.004
H 4.25575 2.18067 3.21102 0.040 -0.152 0.033
H 3.57165 3.09223 4.51983 0.002 -0.073 0.109
H -1.01088 -0.74488 -2.88193 -0.263 0.157 0.282
H -5.31775 0.04494 -4.25657 0.043 -0.086 -0.070
H 5.08621 2.48621 -1.65747 -0.300 0.103 0.364
H -5.38518 -3.34850 -1.76561 -0.070 -0.006 -0.086
H -6.76527 -1.80493 -2.32398 -0.012 -0.072 -0.055
H 4.90475 0.64065 7.53828 0.000 -0.027 -0.063
```
Forces are in eV/Å.

Calculated values
* E_LUMO: -0.480 eV
* E_HOMO: -0.2954 Eh
* HOMO-LUMO gap: 7.6 eV
* DFT total energy: -40290.125 eV
* max |F|: 0.047 Eh/bohr
* charge: 0

Löwdin population analysis, charges in e, atoms 1 to 8: atom 1 (S): 1.00, atom 2 (N): -0.24, atom 3 (N): -0.19, atom 4 (N): -0.20, atom 5 (N): -0.20, atom 6 (C): -0.09, atom 7 (C): -0.08, atom 8 (C): -0.04

Record 2
C8H16Cl2OPb as an isolated structure, computed with ωB97M-V/def2-TZVPD.

XYZ file:
```
28
Properties=species:S:1:pos:R:3:forces:R:3
Pb -0.85141 1.11472 0.14977 0.756 1.144 2.952
Cl 1.26842 2.53815 0.59202 -0.105 -0.507 0.373
Cl -2.88350 0.13766 1.32493 -0.199 -0.376 -0.326
O -1.11707 0.68380 3.57870 -0.303 0.345 -0.102
C 0.62861 -2.59969 -0.61456 0.828 -0.199 -0.421
C 1.97979 -2.13638 -1.24806 0.558 -0.331 0.242
C 1.05057 0.07516 -1.85336 0.674 0.016 0.132
C -1.04885 1.88667 4.34663 0.235 0.070 -0.240
C -0.48290 -1.71142 -0.95894 -0.750 -0.853 0.844
C -1.85749 2.72697 -0.71252 -0.439 -0.072 -3.881
C -0.25604 -0.55814 -1.53206 -1.645 3.264 -1.387
C 1.92891 -1.05018 -2.32863 -0.168 -0.075 -0.422
H 0.92679 0.89893 -2.56180 0.021 -0.242 -0.150
H 2.90541 -0.63774 -2.58618 0.171 -0.441 0.129
H 1.52888 0.54243 -0.97387 -0.164 -0.208 -0.244
H -0.95829 1.66174 5.41874 -0.002 -0.117 -0.351
H -1.12072 0.15732 -1.77319 0.687 -1.971 -0.631
H -2.70187 2.10480 -1.15929 0.064 0.956 0.548
H 2.63736 -1.76368 -0.45927 -0.082 -0.022 0.090
H 2.47905 -3.02014 -1.64843 0.045 0.045 0.003
H -1.93535 2.52820 4.21190 0.266 -0.233 -0.033
H 0.37395 -3.60666 -0.94299 0.007 -0.136 -0.061
H 0.70880 -2.67478 0.47077 0.086 0.039 0.099
H -1.78415 0.79527 2.86959 0.297 -0.243 0.911
H -1.49472 -1.95027 -0.64405 0.016 -0.260 -0.234
H 1.46880 -1.42261 -3.24572 0.191 -0.240 -0.116
H -1.24075 2.86089 -1.73105 -0.885 0.369 1.980
H -0.15221 2.41898 4.01092 -0.160 0.279 0.296
```
Forces are in eV/Å.

Calculated values
* E_LUMO (alpha / beta): -2.231 / -2.612 eV
* E_HOMO (alpha / beta): -0.3120 / -0.3535 Eh
* relative energy (zero: lowest compared OMol25 entry of this formula, charge and spin): 292.3 kJ/mol
* HOMO-LUMO gap (alpha / beta): 6.3 / 7.0 eV
* DFT total energy: -40890.803 eV
* max |F|: 0.076 Eh/bohr
* charge: 0

Löwdin population analysis, charges in e, atoms 1 to 8: atom 1 (Pb): 0.89, atom 2 (Cl): -0.12, atom 3 (Cl): 0.03, atom 4 (O): -0.23, atom 5 (C): -0.15, atom 6 (C): -0.16, atom 7 (C): -0.27, atom 8 (C): -0.16

Record 3
A 2-piece molecular cluster, C16H12N7O6 overall, computed with ωB97M-V/def2-TZVPD.

XYZ file:
```
41
Properties=species:S:1:pos:R:3:forces:R:3
O -3.38218 -1.42269 0.15433 0.925 -2.160 -1.108
O -3.41586 -3.49823 -0.56714 1.672 1.613 0.016
O -2.99673 -0.42239 3.47530 -0.587 0.440 0.226
O -1.58542 1.33182 3.59398 -0.367 -0.801 0.045
O 0.98160 -4.97436 -2.65528 0.638 2.023 0.383
O 2.64048 -3.56097 -2.85960 -2.412 0.092 0.975
N 2.32789 -0.89052 -1.73884 -1.135 -0.298 0.224
N -2.83004 -2.41355 -0.38717 -2.922 0.460 1.129
N 1.48742 -3.83858 -2.49100 0.851 -1.946 -1.001
N 0.30451 -0.63708 -0.90351 0.184 -0.646 -0.168
N 2.17782 0.35579 -1.22206 -2.114 -0.928 0.365
N 0.97695 0.53401 -0.71758 1.013 -0.256 -0.428
N 5.93968 0.55766 3.68605 -1.990 -0.477 -0.137
C -0.67015 -3.16101 -1.46255 0.842 0.025 -0.308
C 1.63512 -1.65295 3.17642 -0.182 0.392 -0.020
C -3.95054 0.52975 3.97233 -0.058 -0.190 -0.036
C -0.97364 -0.93507 -0.49907 0.652 -0.249 -0.233
C 1.15427 -1.52460 -1.55080 0.738 0.666 0.179
C 3.41500 -0.03140 3.47160 0.256 -0.040 0.025
C 0.63166 -2.84016 -1.83278 -0.387 0.426 0.339
C 4.80319 0.28678 3.59231 1.934 0.303 0.119
C -1.74169 0.11450 3.41224 1.373 0.115 -0.460
C -1.46987 -2.19731 -0.80261 1.244 1.155 0.001
C -0.72621 -0.87384 3.11935 -1.332 0.450 -0.173
C 0.64262 -0.61206 3.22970 1.012 0.230 -0.067
C 2.97961 -1.35913 3.30343 -0.046 -0.021 -0.074
C 1.12790 0.72423 3.40992 0.140 -0.053 0.045
C 2.47024 1.00233 3.52425 -0.391 -0.087 0.012
C -5.33276 -0.05755 3.83602 -0.200 -0.081 -0.184
H 2.79152 2.03481 3.66305 0.017 -0.264 -0.056
H 3.73034 -2.15152 3.27615 -0.250 0.167 -0.013
H 1.30321 -2.68844 3.05668 0.138 0.295 0.040
H -1.53617 -0.16965 0.01809 0.144 -0.074 -0.001
H -3.71897 0.73988 5.02495 0.020 0.065 -0.206
H -1.08058 -1.87293 2.90682 0.021 -0.153 0.240
H -5.64656 -0.04549 2.78773 0.018 -0.174 0.108
H -5.38204 -1.08294 4.21375 0.040 0.117 -0.046
H -1.06950 -4.14762 -1.68051 0.116 0.173 0.052
H -3.87485 1.46370 3.40436 0.052 -0.159 0.230
H -6.04401 0.55139 4.39827 -0.006 -0.008 0.007
H 0.38547 1.51334 3.46272 0.338 -0.142 -0.040
```
Forces are in eV/Å.

Calculated values
* E_LUMO: 0.087 eV
* E_HOMO: -0.1311 Eh
* relative energy (zero: lowest compared OMol25 entry of this formula, charge and spin): 49.0 kJ/mol
* HOMO-LUMO gap: 3.7 eV
* DFT total energy: -39496.099 eV
* max |F|: 0.062 Eh/bohr
* charge: -1

Löwdin population analysis, charges in e, atoms 1 to 8: atom 1 (O): 0.05, atom 2 (O): 0.07, atom 3 (O): -0.05, atom 4 (O): -0.01, atom 5 (O): 0.04, atom 6 (O): 0.08, atom 7 (N): 0.08, atom 8 (N): -0.31

Record 4
An isolated ion of composition C6H11N5 and charge +2, computed with ωB97M-V/def2-TZVPD.

XYZ file:
```
22
Properties=species:S:1:pos:R:3:forces:R:3
N -0.58857 -0.25057 0.03215 -1.314 -1.045 -0.617
N -0.44040 1.95872 0.09867 -3.264 2.483 -0.515
N 2.18541 -0.83512 -0.03072 3.126 0.984 1.486
N 2.93387 1.42232 -0.08768 -2.530 2.967 0.225
N -0.13549 -1.54074 0.37126 -0.776 0.112 0.154
C 0.22518 0.79653 0.12361 9.771 -0.023 1.932
C -1.85683 0.29588 -0.05866 -1.122 -4.216 -0.470
C 2.07002 0.48038 0.00689 -7.737 -1.729 -1.618
C 1.18397 -1.90093 -0.16489 -1.350 0.859 -0.463
C -2.96801 -0.65480 -0.18463 -1.313 3.146 -2.990
C -1.76681 1.66015 0.06047 1.114 1.340 -0.539
H -2.67268 -1.49636 0.26140 0.906 -3.696 1.342
H -2.46187 2.48158 0.06697 -0.602 -0.305 -0.075
H -3.34588 -0.84228 -1.26994 1.022 0.306 1.530
H 2.50951 2.35768 -0.33665 1.284 -1.298 0.537
H 1.50617 -2.68230 0.48562 0.288 -0.845 0.025
H 3.13180 -1.12441 0.30132 -0.924 -0.319 -0.641
H -0.39551 -1.81630 1.34615 0.787 0.481 -1.072
H -0.31102 2.93331 0.27071 1.633 0.353 0.413
H 3.84790 1.24317 -0.34693 2.392 -0.269 -0.420
H -3.83015 -0.28486 0.30525 -1.021 0.508 0.592
H 1.17940 -2.20104 -1.25037 -0.372 0.203 1.185
```
Forces are in eV/Å.

Calculated values
* E_LUMO (alpha / beta): -6.891 / -11.376 eV
* E_HOMO (alpha / beta): -0.5210 / -0.6621 Eh
* relative energy (zero: lowest compared OMol25 entry of this formula, charge and spin): 49.2 kJ/mol
* multiplicity: 3
* HOMO-LUMO gap (alpha / beta): 7.3 / 6.6 eV
* DFT total energy: -13827.853 eV
* max |F|: 0.194 Eh/bohr
* charge: +2

Löwdin population analysis, charges in e, atoms 1 to 8: atom 1 (N): -0.02, atom 2 (N): 0.14, atom 3 (N): 0.08, atom 4 (N): 0.23, atom 5 (N): 0.07, atom 6 (C): -0.03, atom 7 (C): -0.11, atom 8 (C): -0.14

Record 5
A single C5H5NO2 molecule, computed with ωB97M-V/def2-TZVPD.

XYZ file:
```
13
Properties=species:S:1:pos:R:3:forces:R:3
O -2.07234 -0.36520 -0.03589 -1.588 -0.945 0.446
O 2.86921 -0.53485 -0.05620 0.495 -0.039 -0.194
N 0.72685 0.16107 0.17460 -0.917 -1.054 -0.611
C 2.07340 0.36603 -0.00975 -1.029 0.499 0.419
C -1.16094 -1.33143 0.05190 -0.351 -2.670 -0.449
C 0.12923 -1.17352 0.04769 2.952 0.652 0.382
C -0.27189 1.16874 0.07601 0.316 -0.121 -0.123
C -1.55913 0.85471 -0.02242 -0.496 2.967 -0.528
H -2.38154 1.58363 -0.20397 1.140 -0.312 0.396
H -1.56152 -2.35694 0.03623 -0.017 0.774 -0.095
H 2.30686 1.46318 -0.04797 0.090 -0.613 -0.018
H 0.07524 2.18829 0.03688 -0.105 0.083 0.031
H 0.82657 -2.02372 -0.04711 -0.490 0.777 0.344
```
Forces are in eV/Å.

Calculated values
* E_LUMO: 0.808 eV
* E_HOMO: -0.2896 Eh
* relative energy (zero: lowest compared OMol25 entry of this formula, charge and spin): 192.8 kJ/mol
* HOMO-LUMO gap: 8.7 eV
* DFT total energy: -10849.317 eV
* max |F|: 0.059 Eh/bohr
* structure (SMILES): O=CN1C=COC=C1
* charge: 0

Löwdin population analysis, charges in e, atoms 1 to 8: atom 1 (O): 0.00, atom 2 (O): 0.03, atom 3 (N): -0.05, atom 4 (C): -0.33, atom 5 (C): -0.14, atom 6 (C): -0.01, atom 7 (C): -0.05, atom 8 (C): -0.14

Number 5 is which compound?
C5H5NO2